Below is a molecular structure, C54H48As2IN5Ti, with properties calculated with ωB97M-V/def2-TZVPD.

Geometry as XYZ:
```
111
Properties=species:S:1:pos:R:3
C -1.09506 -4.42393 -3.70325
C 2.81343 2.23339 1.50295
N 1.39389 -0.53626 -2.57798
C 5.67275 -1.72416 -0.99442
C 1.22567 4.31060 -0.21643
H 0.42942 -1.31492 2.81793
H 0.22502 1.18875 2.68052
C -3.44338 -2.49660 1.99098
C -2.36115 -1.75893 1.55481
C 3.54290 3.42783 3.46247
C -3.06006 -0.85316 -2.77716
C 4.12495 2.22544 1.03669
As 1.38995 1.48489 0.39201
H -0.80097 -3.57212 1.98216
H 4.34915 1.76643 0.08177
C 0.33516 0.58923 1.78161
C -0.18137 -3.48290 -4.12236
H 0.32102 -3.59767 -5.07475
C 3.41480 0.11109 -3.71391
C -3.74079 0.11574 -0.94299
C -3.69322 6.00819 2.46058
H 3.84937 -0.89558 -5.56735
As 1.16125 -1.91029 0.47762
H 1.50987 2.89534 3.08300
C 4.01850 -1.00557 0.60429
C -3.95062 -3.45733 1.13466
H 3.30690 3.90694 4.40526
C 5.32184 -0.96594 0.11129
H -3.87842 -2.31005 2.96518
H -5.72863 5.75219 1.81908
C 4.85584 3.40520 2.99930
C -3.48871 1.70260 2.42501
N -1.75328 -1.94046 0.38074
C 0.46161 3.17068 0.03624
C 3.05892 -1.80433 -0.00076
C -2.46053 3.97409 2.82272
H -2.81297 1.37870 3.22190
H -0.65825 0.44753 1.36794
H -1.32274 -5.28133 -4.32303
H 2.00166 -0.61875 2.52227
H 2.65167 0.95381 -1.93884
C 2.49640 0.22303 -2.70260
C 1.27117 -3.64416 1.40325
C -2.20597 -2.91406 -0.42530
N -2.98994 1.14804 1.15694
H -1.95693 -0.97586 2.18549
H 6.16454 2.79150 1.40998
C -4.44464 -0.90944 -2.81790
H 2.30262 4.27459 -0.11840
H 3.76902 -0.41966 1.47541
N -0.57567 -2.20759 -2.11928
C -1.71902 -4.26594 -2.45071
C 0.12031 -4.13720 2.02115
C 0.11322 -2.40932 -3.29890
C -4.74243 3.86901 2.10334
H -1.53527 3.47374 3.09885
H 4.28911 0.75116 -3.71950
C 2.44943 -5.62452 2.12681
C -0.91713 3.22693 -0.12651
C -4.80681 5.25770 2.09949
C -2.51846 5.36202 2.82438
H 2.68528 -3.19847 -1.59065
H -1.64066 5.93869 3.09969
H 6.68589 -1.68805 -1.38093
C 2.43416 -4.40721 1.45379
H -2.39073 -5.03152 -2.08706
H -2.39747 -1.23620 -3.53454
H 5.64688 3.86081 3.58370
H 3.33813 -4.05797 0.98246
C -0.77112 5.54046 -0.76172
C -1.48642 -3.15512 -1.70134
C 5.14527 2.80596 1.78159
Ti -0.47290 -0.32048 -1.48361
H -1.52333 2.35732 0.06834
H -4.82418 -4.03622 1.40974
H 1.83304 -2.31208 -5.41531
C 4.72137 -2.53698 -1.60418
C 2.04761 -1.58700 -4.64375
C 0.13603 -5.35123 2.69323
C -3.56753 3.21307 2.46066
H -4.48043 1.29115 2.64620
C -4.87772 -0.28985 -1.64212
C 1.30390 -6.09973 2.75007
H 4.98765 -3.13109 -2.47080
I 0.50322 2.69005 -3.80703
H -1.73429 1.72055 -2.90677
C -3.33022 -3.66217 -0.08172
H -1.25058 6.46188 -1.07535
H 1.21561 6.36705 -0.81588
C 3.42613 -2.57095 -1.11093
H -3.74191 7.09082 2.45465
C -0.82955 1.14922 -3.06136
H -5.90125 -0.12084 -1.32035
H -5.04722 -1.33977 -3.60818
H -4.94532 0.84541 0.63193
N -2.59261 -0.24607 -1.64640
H -3.73632 -4.38383 -0.77494
C 3.16973 -0.80163 -4.72936
C 1.01391 -0.75972 2.09128
H 3.36735 -6.19958 2.16825
C -1.53157 4.40970 -0.51554
C 0.61247 5.48966 -0.61234
H -0.98488 0.55643 -3.96531
C 2.52830 2.84694 2.71500
C -3.88851 0.75894 0.34342
H -0.76635 -5.71285 3.17251
H 6.06375 -0.34319 0.60069
H -5.61868 3.28961 1.82483
H -2.61181 4.44688 -0.61379
H 1.31983 -7.04666 3.27902
C 1.18913 -1.47251 -3.54347
```

Energy in eV: -217120.17282
Spin multiplicity: 3
Total charge: 0
Gap between HOMO and LUMO (spin up / spin down) in eV: 5.2895 / 6.9210



Below is 2 unconnected molecules or ions with the total composition C25H17F3N2O4S2, with properties calculated with ωB97M-V/def2-TZVPD.

Geometry as XYZ:
```
53
Properties=species:S:1:pos:R:3
H -2.25200 -1.01882 4.66730
H -6.01022 -2.44520 -2.96943
O -3.07620 -1.48104 1.76107
C -2.89010 0.12676 -0.49525
H -0.47812 -8.87654 3.86431
C -1.99377 -6.17410 2.28095
C -2.61672 -2.93712 -2.51459
C -0.18379 -3.09948 4.51423
H -7.08303 2.28457 4.39041
C -1.55913 -5.08336 3.10151
C -0.26818 1.21881 2.82873
C -1.68665 -1.19356 3.75482
C -0.53878 -5.44382 4.04515
H -1.93680 -8.34991 1.90502
C -0.71296 -7.83123 3.58271
H -2.64291 -5.96723 1.43329
N -1.52218 0.09536 -0.50395
C -3.93183 -3.17808 -2.93561
O -3.67340 0.89071 0.07742
C -4.92336 2.01147 4.44001
H -2.81585 1.70972 4.16671
H -4.11498 -4.10958 -3.47771
H -7.36227 0.40417 2.68448
H -5.48288 -1.03304 2.15114
C -2.88375 -0.85517 2.78832
C -0.12904 -6.78182 4.28968
H -4.75873 2.82755 5.15903
S -0.40238 -0.07292 4.27579
N -1.24335 -2.72522 3.72866
H 0.63909 -6.97576 5.06100
H -1.76133 -3.55338 -2.75005
O 0.32491 -1.44750 -1.28486
H 0.41308 -2.31140 4.98393
C -1.59396 -7.50190 2.51387
C -6.37906 0.63251 3.11619
F 0.75367 1.30153 1.95475
C -3.36452 -0.91592 -1.45812
C 0.14498 -4.40881 4.68909
C -1.94542 -3.69969 3.06605
H 1.02888 -4.63553 5.26991
F -1.40093 1.20959 2.10812
C -3.80479 1.31738 3.93122
C -5.27515 -0.14574 2.75192
O -1.11911 -2.48648 0.44058
S -0.96192 -1.50576 -0.66169
H -5.43895 -0.30098 -1.64314
C -4.69775 -1.08214 -1.91597
H -2.80951 -3.41020 2.45417
C -6.22505 1.70380 4.01634
F -0.19670 2.38380 3.57264
C -3.95071 0.16419 3.14770
C -4.97691 -2.25047 -2.64604
C -2.36566 -1.81697 -1.73526
```

Energy in eV: -67189.24665
Spin multiplicity: 1
Total charge: 0
Gap between HOMO and LUMO in eV: 5.3338



Below is 2 unconnected molecules or ions with the total composition C8H18O2, with properties calculated with ωB97M-V/def2-TZVPD.

Geometry as XYZ:
```
28
Properties=species:S:1:pos:R:3
H 0.41393 -2.59860 0.29208
C 0.39814 1.21373 0.96064
H 0.63424 -1.27518 -2.54136
O -1.60718 0.24500 0.08592
C 0.92943 -1.29530 -1.49351
H -0.92758 2.65209 -1.25858
C -0.46796 1.67939 -1.44040
H 1.93431 -1.71239 -1.40864
C 0.04438 -2.56350 -0.73124
C -1.42941 -2.43878 -0.79569
C -0.58212 0.86969 -0.17722
H 0.40628 -3.42937 -1.28412
H 0.57078 1.84134 -1.70684
H -1.93780 -3.10318 -0.09904
H 1.14929 0.30436 2.77731
H -1.69286 -1.38189 -0.42947
H -0.35818 3.24347 1.12603
H 0.37494 2.62589 2.60624
H -1.22950 2.05736 2.11903
O 1.62181 1.65299 0.38200
H 1.22499 -0.73712 1.34476
H 1.08181 -0.28914 -1.13805
C 0.62500 0.00443 1.86868
H -1.81704 -2.53985 -1.80870
H 2.23605 1.85435 1.09661
C -0.25207 2.36112 1.75477
H -1.01267 1.19678 -2.24195
H -0.33102 -0.43768 2.14075
```

Energy in eV: -12681.82604
Spin multiplicity: 1
Total charge: 0
SMILES: CC(=O)C(C)(C)O.CCC
Gap between HOMO and LUMO in eV: 10.4559



Below is 12 unconnected molecules or ions with the total composition C24H56O20, with properties calculated with ωB97M-V/def2-TZVPD.

Geometry as XYZ:
```
100
Properties=species:S:1:pos:R:3
C -3.64983 -1.28415 -3.38311
H -1.15679 -6.85681 -0.49679
O -2.13620 3.91171 -3.78912
H 3.03255 1.58020 2.96809
H 3.78314 3.39781 -1.64971
H 0.71562 4.45376 -5.46606
C 1.96889 -3.79662 1.41828
O -2.11437 -6.80955 -0.37071
H -2.89979 0.18161 -4.82326
H -1.03760 0.45418 3.55682
H 1.34049 2.17296 -2.01616
O -4.85354 0.04404 -1.85205
H -2.01904 -3.24893 3.04908
C -2.46861 -5.45564 -0.06044
H 2.14214 -4.18825 2.41492
O 0.45121 -1.30020 0.41897
O -2.90642 1.88444 0.14684
H 1.67994 -0.33430 -2.03100
C -1.71242 2.47363 3.29667
O 0.59180 4.17112 -3.45693
H -3.03200 -1.51558 -5.37698
H 1.74949 5.11286 0.79448
C 0.65063 -2.15299 6.23263
H -3.05303 -0.88098 -1.34500
H -2.06977 5.08947 -2.04182
H 0.01970 1.52141 -2.88775
O 2.36600 -4.78521 0.48783
H 1.95240 -3.27693 -2.17381
H -3.49320 -2.31076 -3.06043
H 0.30457 2.18949 2.61680
H -2.85151 0.49360 -2.43649
H -0.62689 -2.24951 2.72763
H -1.70665 -4.88941 -0.54343
H -2.34503 3.39150 -1.81800
O 1.35667 -1.58122 6.91244
H 5.43955 3.64741 -2.36364
H -0.56055 1.47470 4.88197
C 4.59597 2.96256 -2.22375
O -6.87126 -0.20594 -2.82716
O -0.31144 -1.61038 5.47266
H 1.48129 5.72985 -4.43929
H -2.16804 -1.55475 3.35743
H -2.08640 3.27433 3.92895
H -3.45832 -5.23873 -0.49123
C -0.22952 -3.93115 5.09809
C -2.58795 4.23316 -2.48716
H 2.20705 3.59282 0.00503
H 4.05816 0.03682 4.23909
C -0.51335 2.83638 2.32257
H 2.27758 4.15570 -4.71926
H -1.72815 -1.05843 -4.26530
H 2.71844 5.69946 -1.16810
H 0.63383 0.67667 0.64277
C -1.38005 1.27227 4.19368
C 3.53853 -4.09565 -2.89092
H -2.02689 -2.75679 5.49336
O 0.76481 -3.51763 6.03228
H 2.95289 -4.99898 -3.05858
H 2.42269 -4.41594 -0.40374
H 3.62342 -3.53128 -3.82555
O -0.26353 -0.76190 -1.66412
H -1.18139 4.06650 -3.87540
H -2.22267 0.92480 4.79311
H -0.82937 -4.70209 5.55839
C 0.84198 0.09598 -1.47701
O -1.17879 -2.50027 -0.53620
O -2.74871 2.04119 2.38107
H 0.55809 4.19902 -0.14341
C -5.73281 -0.35763 -2.80555
H 0.92285 -3.49003 1.27733
C 1.11179 -0.12473 0.05869
C 1.59272 4.50110 -0.08337
H 5.59090 1.38979 -2.07681
C 0.44871 1.54959 -1.88997
H -0.31610 3.88420 2.49761
C -1.11648 -2.65707 4.89010
C -3.49300 -0.30710 -2.13947
O 5.00998 1.85434 -1.46647
H -0.20709 2.04089 -1.16698
C 2.96602 -0.00865 4.19239
H -2.48155 -5.20904 1.01151
H 0.97913 4.56674 -2.66636
C -2.75811 -0.86450 -4.55290
H 2.67472 -1.04926 4.13535
O 2.88124 -3.30951 -1.91967
O 1.88225 5.23459 -1.29688
H 4.24653 2.66821 -3.22584
C 1.30763 4.65534 -4.57134
H 4.53769 -4.33086 -2.54573
O -1.02639 2.60101 1.03625
O 2.56216 0.74708 3.03574
H 2.15994 -0.15577 0.32181
H 2.57390 -2.90354 1.23373
H 0.22062 -4.31453 4.17619
O -5.04194 -1.16921 -3.70428
C -0.41933 -1.61879 -0.58509
C -1.45729 -2.38737 3.42303
C -2.30243 2.14355 1.10066
H 2.58474 0.37989 5.14458
H -3.64141 4.39479 -2.34132
```

Energy in eV: -66743.05037
Spin multiplicity: 1
Total charge: 0
SMILES: C[C@H]1COC(=O)O1.C[C@H]1COC(=O)O1.C[C@H]1COC(=O)O1.C[C@H]1COC(=O)O1.CO.CO.CO.CO.CO.CO.CO.CO
Gap between HOMO and LUMO in eV: 9.3432